[1]
The following is a DFT calculation (wB97M-V/def2-TZVPD) of one molecule with the formula C6H12O.

- SMILES = CC[C@H]1C[C@]1(C)O
- energy relative to the best compared isomer or geometry (same formula, charge and spin) (kcal/mol) = 24.0
- total charge = 0
- highest occupied orbital energy (Eh) = -0.345
- Kohn-Sham gap (hartree) = 0.3813
- strongest force on any atom (Eh/bohr) = 0.006

Atoms and positions in Å:
C (2.154, -0.202, 0.941)
C (1.372, -0.491, -0.339)
C (0.277, 0.495, -0.703)
C (-0.832, -0.003, -1.605)
C (-1.157, 0.445, -0.220)
C (-1.633, -0.490, 0.865)
O (-1.854, 1.668, -0.236)
H (2.960, -0.935, 1.066)
H (1.513, -0.257, 1.829)
H (2.614, 0.792, 0.917)
H (0.949, -1.503, -0.285)
H (2.073, -0.512, -1.185)
H (0.621, 1.509, -0.905)
H (-0.845, -1.069, -1.819)
H (-1.180, 0.635, -2.411)
H (-2.689, -0.741, 0.717)
H (-1.538, -0.005, 1.846)
H (-1.053, -1.417, 0.898)
H (-1.752, 2.083, 0.630)

=====

[2]
The following is a DFT calculation (wB97M-V/def2-TZVPD) of a 2-piece molecular cluster, C32H29OSi overall.

- energy relative to the best compared isomer or geometry (same formula, charge and spin) (kcal/mol) = 16.1
- total charge = +1
- highest occupied orbital energy (Eh) = -0.421
- Kohn-Sham gap (hartree) = 0.2245
- strongest force on any atom (Eh/bohr) = 0.034

Atoms and positions in Å:
C (2.470, 6.706, -4.748)
C (2.464, 5.435, -5.333)
C (1.501, 4.490, -4.972)
C (0.533, 4.868, -4.038)
O (-0.409, 3.934, -3.581)
C (-0.053, 2.864, -2.758)
C (-0.262, 2.967, -1.377)
C (-0.028, 1.869, -0.563)
C (0.485, 0.652, -1.088)
C (1.062, -0.285, -0.152)
C (1.889, -1.397, -0.578)
C (2.109, -2.457, 0.339)
C (2.961, -3.508, 0.016)
C (3.640, -3.548, -1.217)
C (3.471, -2.487, -2.120)
C (2.642, -1.412, -1.797)
C (0.496, 0.527, -2.511)
C (0.345, 1.647, -3.322)
C (0.483, 6.155, -3.488)
C (1.484, 7.065, -3.825)
H (3.261, 7.413, -5.002)
H (3.210, 5.167, -6.083)
H (1.474, 3.489, -5.403)
H (-0.583, 3.930, -0.963)
H (-0.157, 1.957, 0.518)
H (1.281, 0.118, 0.865)
H (1.635, -2.404, 1.330)
H (3.121, -4.305, 0.748)
H (4.282, -4.394, -1.477)
H (4.008, -2.489, -3.073)
H (2.681, -0.533, -2.450)
H (0.683, -0.444, -2.987)
H (0.537, 1.610, -4.396)
H (-0.319, 6.410, -2.797)
H (1.482, 8.056, -3.363)
C (-3.058, -0.179, 1.039)
Si (-1.631, -1.147, 1.700)
H (-0.395, -0.828, 0.769)
C (-1.395, -0.719, 3.528)
C (-0.312, -0.034, 4.114)
C (-0.301, 0.232, 5.493)
C (-1.364, -0.183, 6.310)
C (-2.447, -0.864, 5.739)
C (-2.451, -1.139, 4.364)
C (-1.864, -3.017, 1.604)
C (-0.800, -3.936, 1.517)
C (-1.037, -5.315, 1.601)
C (-2.338, -5.806, 1.794)
C (-3.407, -4.899, 1.857)
C (-3.172, -3.519, 1.739)
H (-3.986, -0.437, 1.559)
H (-2.910, 0.903, 1.175)
H (-3.222, -0.356, -0.034)
H (0.538, 0.264, 3.498)
H (0.549, 0.760, 5.939)
H (-1.357, 0.032, 7.383)
H (-3.288, -1.194, 6.362)
H (-3.289, -1.715, 3.954)
H (0.221, -3.572, 1.427)
H (-0.198, -6.015, 1.535)
H (-2.521, -6.883, 1.865)
H (-4.427, -5.265, 2.012)
H (-4.020, -2.833, 1.803)